[1]
Here is a structure of composition C30H47AsN4PdS3 at a distorted geometry from the OMol25 dataset. Energies are from ωB97M-V/def2-TZVPD.

Calculated values
highest occupied orbital energy (spin up / spin down): -0.4679 / -0.4694 Eh
ΔE to the lowest compared entry with this formula, charge and spin: 58.7 kJ/mol
E_LUMO (spin up / spin down): -6.985 / -7.156 eV
total charge: +2
frontier orbital gap (spin up / spin down): 5.7 / 5.6 eV
max |F|: 0.024 Eh/bohr
total energy: -134643.543 eV

Last column: Mulliken charge in e.
CARTESIAN COORDINATES (ANGSTROEM)
Pd (-0.66, 0.29, -0.18)  -0.49
C (-4.58, 0.69, -0.89)  -0.97
C (-3.89, 1.73, -1.78)  -1.01
S (-2.10, 1.50, -2.06)  0.06
C (-1.44, 3.13, -1.62)  -0.27
C (-1.65, 3.54, -0.18)  -1.20
S (-1.06, 2.31, 1.04)  0.27
C (-2.48, 2.22, 2.17)  -0.64
C (-3.85, 1.89, 1.58)  -1.11
S (-3.83, 0.30, 0.71)  0.23
H (-5.61, 1.02, -0.73)  0.51
H (-4.64, -0.27, -1.40)  0.43
H (-4.36, 1.70, -2.76)  0.59
H (-4.04, 2.73, -1.39)  0.47
H (-0.38, 3.07, -1.86)  -0.50
H (-1.87, 3.89, -2.28)  0.77
H (-1.14, 4.48, 0.03)  0.66
H (-2.71, 3.70, 0.03)  0.61
H (-2.19, 1.47, 2.91)  0.11
H (-2.51, 3.18, 2.68)  0.65
H (-4.57, 1.84, 2.40)  0.60
H (-4.20, 2.67, 0.91)  0.50
C (1.24, -4.63, 0.82)  -0.51
C (1.74, -3.29, 1.33)  -0.60
N (1.23, -2.22, 0.49)  0.30
C (0.63, -2.37, -0.71)  -0.25
N (0.01, -1.33, -1.25)  1.43
C (-0.51, -1.46, -2.61)  -1.07
C (0.33, -2.42, -3.43)  -0.64
C (0.37, -3.76, -2.73)  -0.86
N (0.75, -3.56, -1.33)  0.20
C (1.45, -4.67, -0.68)  -0.82
H (0.18, -4.76, 1.05)  0.13
H (1.79, -5.44, 1.30)  0.42
H (2.83, -3.27, 1.32)  0.37
H (1.41, -3.11, 2.36)  0.28
H (1.04, -1.33, 0.95)  0.01
H (-0.51, -0.47, -3.08)  0.23
H (-1.56, -1.79, -2.58)  0.16
H (1.34, -2.03, -3.54)  0.14
H (-0.10, -2.52, -4.43)  0.50
H (1.13, -4.40, -3.18)  0.57
H (-0.59, -4.28, -2.78)  0.30
H (2.51, -4.65, -0.93)  0.27
H (1.03, -5.59, -1.11)  0.54
C (-0.38, -0.39, 4.56)  -1.62
C (-1.37, -1.33, 3.97)  1.46
C (-2.22, -2.03, 4.80)  -0.81
C (-3.11, -2.95, 4.26)  -0.53
C (-3.18, -3.21, 2.89)  -0.99
C (-2.40, -2.51, 2.00)  1.02
C (-2.45, -2.86, 0.55)  -0.98
C (-1.47, -1.50, 2.51)  -0.30
N (-0.74, -0.75, 1.76)  -0.31
H (0.49, -0.96, 4.91)  0.35
H (-0.79, 0.12, 5.42)  0.51
H (-0.02, 0.34, 3.83)  0.21
H (-2.19, -1.88, 5.87)  0.55
H (-3.76, -3.51, 4.93)  0.47
H (-3.88, -3.96, 2.53)  0.53
H (-1.86, -3.76, 0.37)  0.46
H (-2.04, -2.06, -0.07)  -0.48
H (-3.48, -3.08, 0.26)  0.64
C (3.18, 0.23, -0.03)  -1.33
As (1.67, 1.25, -0.71)  0.76
C (2.09, 1.26, -2.61)  -1.24
C (2.13, 3.07, -0.09)  -0.56
C (3.35, 3.62, -0.76)  -0.04
C (3.22, 4.35, -1.94)  -0.12
C (4.34, 4.84, -2.59)  -0.75
C (5.61, 4.60, -2.07)  -0.48
C (5.74, 3.88, -0.89)  -0.75
C (4.62, 3.40, -0.24)  -0.27
H (4.10, 0.67, -0.40)  0.61
H (3.10, -0.80, -0.37)  0.26
H (3.18, 0.24, 1.06)  0.38
H (3.08, 1.69, -2.76)  0.53
H (1.36, 1.83, -3.17)  0.33
H (2.08, 0.23, -2.96)  0.23
H (2.28, 2.97, 0.99)  0.61
H (1.27, 3.71, -0.24)  0.22
H (2.24, 4.55, -2.35)  0.36
H (4.23, 5.41, -3.50)  0.42
H (6.48, 4.98, -2.57)  0.42
H (6.73, 3.71, -0.47)  0.40
H (4.73, 2.86, 0.69)  0.46

[2]
Here is a cluster of 7 separate species, C30H47BN7OSi in total at a distorted geometry from the OMol25 dataset. Energies are from ωB97M-V/def2-TZVPD.

Calculated values
highest occupied orbital energy: -0.0801 Eh
E_LUMO: 1.607 eV
total charge: -1
frontier orbital gap: 3.8 eV
max |F|: 0.048 Eh/bohr
total energy: -52904.392 eV

Last column: Mulliken charge in e.
CARTESIAN COORDINATES (ANGSTROEM)
C (-5.25, -0.60, -1.78)  -0.99
B (-6.68, -0.65, -2.57)  0.58
O (-6.75, 0.07, -3.81)  -0.83
C (-7.84, -1.50, -1.92)  0.05
C (-7.94, -2.83, -2.75)  -0.65
N (-8.76, -3.82, -2.03)  -0.46
Si (-9.52, -0.64, -2.03)  0.30
C (-9.46, 1.17, -2.67)  -1.09
C (-10.84, -1.57, -3.05)  -1.09
C (-10.18, -0.52, -0.22)  -1.12
H (-4.46, -0.25, -2.48)  0.19
H (-5.08, -1.65, -1.46)  0.28
H (-5.31, 0.07, -0.91)  0.24
H (-6.46, 0.97, -3.67)  0.24
H (-8.27, -2.66, -3.79)  0.18
H (-6.91, -3.27, -2.83)  0.13
H (-8.32, -4.09, -1.16)  0.28
H (-8.96, -4.64, -2.60)  0.20
H (-10.51, 1.54, -2.70)  0.32
H (-9.06, 1.22, -3.69)  0.24
H (-8.85, 1.84, -2.04)  0.29
H (-11.21, -2.39, -2.41)  0.25
H (-10.42, -2.04, -3.95)  0.29
H (-11.67, -0.90, -3.36)  0.36
H (-11.22, -0.14, -0.16)  0.30
H (-10.18, -1.53, 0.23)  0.28
H (-9.48, 0.11, 0.37)  0.25
N (-2.52, 2.51, -2.30)  0.06
C (-2.35, 1.95, -3.54)  -0.52
C (-1.07, 1.47, -3.62)  -0.46
C (-0.44, 1.75, -2.38)  -0.05
C (-1.36, 2.39, -1.58)  -0.87
H (-3.36, 2.94, -1.96)  0.19
H (-3.16, 1.95, -4.25)  0.43
H (-0.64, 0.98, -4.47)  0.39
H (0.57, 1.50, -2.10)  0.43
H (-1.29, 2.76, -0.58)  0.37
N (3.61, 1.50, -2.11)  0.04
C (3.66, 2.86, -2.27)  -0.52
C (4.80, 3.31, -1.66)  -0.47
C (5.46, 2.18, -1.12)  -0.48
C (4.70, 1.08, -1.41)  -0.69
H (2.88, 0.90, -2.46)  0.23
H (2.88, 3.38, -2.81)  0.40
H (5.12, 4.34, -1.62)  0.39
H (6.39, 2.18, -0.57)  0.77
H (4.85, 0.03, -1.19)  0.39
N (5.63, 2.24, 2.43)  0.16
C (5.78, 3.22, 3.38)  -0.56
C (5.31, 2.72, 4.57)  -0.74
C (4.87, 1.39, 4.34)  -0.52
C (5.08, 1.13, 3.01)  -0.42
H (5.88, 2.33, 1.46)  0.17
H (6.20, 4.17, 3.12)  0.38
H (5.29, 3.25, 5.51)  0.70
H (4.45, 0.71, 5.06)  0.38
H (4.89, 0.24, 2.42)  0.41
N (7.87, 2.32, 6.79)  0.16
C (7.62, 2.58, 8.11)  -0.31
C (8.80, 2.43, 8.80)  -0.67
C (9.80, 2.08, 7.86)  -0.46
C (9.19, 2.03, 6.63)  -0.80
H (7.18, 2.35, 6.06)  0.25
H (6.63, 2.84, 8.45)  0.36
H (8.93, 2.57, 9.86)  0.39
H (10.84, 1.90, 8.05)  0.48
H (9.59, 1.80, 5.65)  0.59
N (-5.74, -3.34, -6.05)  0.08
C (-6.13, -3.93, -7.23)  -0.56
C (-5.69, -5.23, -7.22)  -0.35
C (-5.01, -5.43, -5.99)  -0.59
C (-5.06, -4.25, -5.29)  -0.34
H (-5.92, -2.39, -5.79)  0.19
H (-6.69, -3.37, -7.96)  0.37
H (-5.84, -5.95, -8.00)  0.38
H (-4.54, -6.34, -5.66)  0.40
H (-4.67, -3.98, -4.33)  0.41
N (10.68, -0.84, 5.92)  0.00
C (10.84, -1.40, 4.68)  -0.51
C (12.12, -1.88, 4.60)  -0.41
C (12.75, -1.61, 5.84)  -0.49
C (11.84, -0.97, 6.63)  -0.41
H (9.84, -0.41, 6.25)  0.30
H (10.03, -1.41, 3.97)  0.38
H (12.56, -2.38, 3.75)  0.39
H (13.77, -1.85, 6.12)  0.40
H (11.91, -0.59, 7.64)  0.37

- The lowest max |F| belongs to which entry?
  C30H47AsN4PdS3